Entry 1:
{
  "formula": "C7H8FI",
  "method": "ωB97M-V with the def2-TZVPD basis set",
  "species": ["I", "F", "C", "C", "C", "C", "C", "C", "C", "H", "H", "H", "H", "H", "H", "H", "H"],
  "positions_angstrom": [[-3.7232, 0.0988, 0.0232], [-0.6100, -0.3528, -1.5227], [-0.7728, -0.8461, -0.1907], [0.2938, 2.1226, 0.1238], [1.7059, -0.7581, 0.0548], [-2.1271, -1.4002, 0.0603], [1.9294, 0.4269, -0.4640], [1.1466, 1.6179, -0.7353], [0.3579, -1.1411, 0.4119], [0.2717, -1.7749, 1.2521], [-2.2147, -2.1587, -0.7629], [3.0003, 0.6738, -0.6685], [-2.1055, -2.0185, 0.9330], [1.4887, 2.1882, -1.6475], [-0.0462, 3.1174, -0.2172], [2.5253, -1.4405, 0.3297], [-0.2173, 1.7228, 1.0634]],
  "forces_ev_per_a": [[0.742, -0.820, 0.081], [-1.000, -0.198, 1.940], [0.233, -0.180, -2.818], [-2.030, 1.885, 0.471], [-0.474, -0.650, 0.306], [0.682, -0.418, -1.763], [3.090, 0.943, -0.902], [0.750, -0.445, -0.534], [0.039, -0.279, 0.582], [-0.238, -0.391, 1.160], [-0.802, 1.011, 0.378], [-0.654, -0.453, 0.109], [-0.323, 0.258, 0.923], [-0.637, -0.528, 1.181], [-0.263, -0.460, 0.701], [-0.453, 0.450, -0.301], [1.336, 0.276, -1.515]],
  "nbo_charge": [0.10, -0.37, 0.38, -0.37, -0.24, -0.57, -0.17, -0.23, -0.28, 0.21, 0.25, 0.20, 0.24, 0.22, 0.20, 0.22, 0.22],
  "relative_energy_kcal_mol": 25.5,
  "smiles": "C=C/C=C\\C=C(/F)CI",
  "e_homo_ev": -8.55,
  "charge": 0,
  "gap_ha": 0.3176
}

=====

Entry 2:
{
  "formula": "C17H15N3O2",
  "method": "ωB97M-V with the def2-TZVPD basis set",
  "species": ["O", "O", "N", "N", "N", "C", "C", "C", "C", "C", "C", "C", "C", "C", "C", "C", "C", "C", "C", "C", "C", "C", "H", "H", "H", "H", "H", "H", "H", "H", "H", "H", "H", "H", "H", "H", "H"],
  "positions_angstrom": [[1.3435, -0.9261, -1.4191], [6.0962, -1.0294, -0.7568], [1.7760, 0.4812, 0.3339], [3.1139, 0.4129, 0.5230], [-2.2200, 1.8377, -0.2426], [-3.7472, -1.5055, 0.0418], [-5.4143, 0.2054, 0.2554], [0.9624, -0.1420, -0.5762], [-0.9559, 1.5546, -0.4000], [-4.4786, 1.1890, 0.1116], [7.3474, -0.8851, -0.3075], [-6.1327, -2.1952, 0.3771], [-2.7537, -0.5185, -0.1049], [7.3825, -0.0631, 0.7818], [6.0494, 0.3250, 1.0164], [-5.0616, -1.1610, 0.2194], [-3.1220, 0.8533, -0.0761], [3.8849, -0.2796, -0.2258], [-1.3878, -0.8083, -0.2789], [-0.4773, 0.2141, -0.3953], [-0.0411, 2.7206, -0.6257], [5.2923, -0.2930, 0.0459], [-3.4504, -2.5448, 0.0112], [0.7797, 2.4568, -1.2878], [8.1221, -1.4071, -0.8339], [-6.4538, 0.4649, 0.3981], [0.3715, 3.0763, 0.3185], [8.2491, 0.2249, 1.3409], [1.3386, 1.0757, 1.0262], [3.5584, -0.8767, -1.0728], [-1.0517, -1.8356, -0.3115], [-5.7179, -3.1985, 0.3299], [-6.6396, -2.0709, 1.3334], [5.6771, 0.9679, 1.7859], [-6.8786, -2.0882, -0.4097], [-4.7458, 2.2337, 0.1344], [-0.6151, 3.5347, -1.0602]],
  "forces_ev_per_a": [[0.188, -0.131, -0.051], [-0.430, -0.194, -0.342], [-0.357, 0.089, 0.115], [0.673, 0.002, 0.092], [0.004, 0.528, -0.031], [-0.307, -0.003, 0.042], [0.171, 0.264, -0.021], [0.079, 0.120, 0.189], [0.060, -0.092, 0.020], [-0.241, -0.116, 0.034], [0.614, 0.342, 0.577], [0.007, 0.011, -0.003], [0.045, 0.512, -0.004], [0.163, -0.389, -0.479], [-0.646, -0.348, -0.594], [0.294, -0.277, -0.033], [0.084, -0.713, 0.002], [-0.705, -0.290, -0.522], [0.219, 0.287, 0.009], [-0.528, -0.267, -0.064], [0.013, 0.051, -0.073], [0.704, 0.795, 1.192], [-0.013, -0.127, 0.006], [0.106, 0.073, -0.011], [0.009, -0.104, -0.135], [-0.101, 0.061, 0.014], [0.101, 0.061, 0.037], [0.213, 0.016, 0.065], [0.065, -0.222, -0.232], [-0.185, 0.072, 0.059], [0.045, -0.089, -0.030], [-0.028, -0.079, 0.005], [-0.070, -0.053, 0.048], [-0.140, 0.137, 0.152], [-0.083, -0.054, -0.027], [-0.016, 0.116, -0.005], [-0.006, 0.008, 0.002]],
  "nbo_charge": [-0.59, -0.38, -0.43, -0.24, -0.45, -0.18, -0.19, 0.65, 0.25, -0.21, 0.10, -0.63, -0.13, -0.32, -0.25, -0.02, 0.23, 0.01, -0.08, -0.20, -0.65, 0.20, 0.21, 0.22, 0.20, 0.21, 0.22, 0.23, 0.40, 0.22, 0.23, 0.22, 0.22, 0.23, 0.22, 0.23, 0.24],
  "relative_energy_kcal_mol": 30.9,
  "smiles": "Cc1ccc2nc(C)c(C(=O)N/N=C/c3ccco3)cc2c1",
  "e_homo_ev": -8.13,
  "charge": 0,
  "gap_ha": 0.3013
}

=====

Entry 3:
{
  "formula": "C2H4OS2",
  "method": "ωB97M-V with the def2-TZVPD basis set",
  "species": ["S", "S", "O", "C", "C", "H", "H", "H", "H"],
  "positions_angstrom": [[0.2080, 1.9546, 1.2660], [-0.0578, -1.7228, -1.3028], [1.6124, 0.0411, -0.9437], [0.6201, -0.3715, -0.5086], [-0.4037, 0.2496, 0.5639], [1.5684, 1.2954, 0.3654], [-1.3716, 0.3623, -0.0110], [-1.3501, -1.4164, -0.9407], [-0.8257, -0.3924, 1.5116]],
  "forces_ev_per_a": [[2.554, -3.636, -3.044], [-1.741, -1.442, -0.568], [3.976, 2.460, 0.204], [-5.118, -0.784, 1.982], [-1.286, 0.548, 1.863], [-2.248, 2.092, 1.824], [1.184, 0.356, 0.382], [0.827, -0.588, -0.169], [1.851, 0.993, -2.473]],
  "nbo_charge": [-0.16, 0.06, -0.51, 0.40, -0.64, 0.22, 0.23, 0.13, 0.27],
  "relative_energy_kcal_mol": 53.3,
  "e_homo_ev": -9.03,
  "charge": 0,
  "gap_ha": 0.3391
}

=====

Entry 4:
{
  "formula": "C34H59ClN2NdO2Si",
  "method": "ωB97M-V with the def2-TZVPD basis set",
  "species": ["Nd", "Cl", "Si", "O", "O", "N", "N", "C", "C", "C", "C", "C", "C", "C", "C", "C", "C", "C", "C", "C", "C", "C", "C", "C", "C", "C", "C", "C", "C", "C", "C", "C", "C", "C", "C", "C", "C", "C", "C", "C", "C", "H", "H", "H", "H", "H", "H", "H", "H", "H", "H", "H", "H", "H", "H", "H", "H", "H", "H", "H", "H", "H", "H", "H", "H", "H", "H", "H", "H", "H", "H", "H", "H", "H", "H", "H", "H", "H", "H", "H", "H", "H", "H", "H", "H", "H", "H", "H", "H", "H", "H", "H", "H", "H", "H", "H", "H", "H", "H", "H"],
  "positions_angstrom": [[0.3269, 0.6362, -0.5751], [1.3617, 2.2185, 1.6124], [2.4100, 2.4369, -3.9421], [1.2701, -1.3803, -2.2360], [0.8905, -0.3582, -5.1359], [-1.6947, 1.6575, -0.2122], [-0.7323, -0.5920, 1.3516], [1.9179, -0.8990, -6.0235], [-0.5101, 4.2359, -0.8716], [-2.7816, -2.5074, 0.6619], [-1.5278, -0.0197, 2.2684], [-1.9648, 2.2469, -1.4956], [-1.7366, -0.7044, 3.6034], [1.4253, -1.9722, -6.9810], [0.1702, -4.7129, 1.5730], [1.8044, -1.4130, 2.4951], [-0.2208, 0.2391, -5.8773], [-2.2414, 1.1770, 2.0682], [-1.5159, 3.9433, -3.1555], [0.2513, -2.4360, -2.3173], [4.0009, 1.5032, -4.2466], [2.7032, 3.9843, -2.9252], [-2.4656, 1.8503, 0.8625], [-1.4887, -0.5797, -5.7653], [0.5203, -3.2786, -3.5358], [1.7138, 2.9912, -5.6001], [-1.3526, 3.4718, -1.8527], [0.8092, -2.4118, 1.9819], [-3.5800, 2.8532, 0.7713], [-2.9453, 2.0632, -3.6900], [2.4003, 1.5955, 0.3376], [1.2690, 1.2829, -2.9106], [2.9059, -2.9384, -1.0915], [2.6560, -1.8204, -2.0891], [1.0991, -3.7777, 2.0157], [-2.8179, 1.5675, -2.3973], [-1.4095, -2.9475, 1.0827], [-0.4390, -1.9924, 1.4668], [-1.0820, -4.3027, 1.1235], [-2.2808, 3.2255, -4.0802], [-3.5337, 0.3179, -1.9700], [-2.4965, -1.4971, 3.5249], [0.5608, 3.9750, -0.9436], [-4.3811, 0.1274, -2.6452], [2.9080, 2.4241, -0.1664], [1.8654, 4.6879, -3.0162], [-2.8829, -0.5754, -2.0173], [2.4351, -3.8750, -1.3988], [-3.4154, -2.2535, 1.5280], [0.6835, 3.3623, -5.5094], [2.5013, -1.0774, 1.7070], [2.3291, 3.8160, -5.9972], [0.7687, -1.5560, -7.7551], [0.4146, -5.7783, 1.6018], [3.8144, 0.5240, -4.7063], [0.0490, 0.3606, -6.9494], [-3.9323, 0.3889, -0.9481], [1.8842, 1.2771, -1.9543], [2.3036, -2.3966, -7.4884], [-0.5824, 5.3126, -1.0925], [4.6558, 2.0679, -4.9229], [0.2475, -3.0308, -1.3891], [2.0714, -4.0910, 2.4082], [3.0833, 0.8413, 0.7409], [2.3618, -0.0638, -6.6029], [-3.2793, -3.3268, 0.1239], [2.6873, -1.2956, -5.3505], [-1.0366, 4.8813, -3.4391], [3.9883, -3.1246, -1.0581], [-1.8402, -0.6183, -4.7257], [1.1554, 0.1727, -3.3738], [2.5935, -2.7014, -0.0710], [-1.8321, -5.0293, 0.8020], [2.4177, -1.8785, 3.2804], [-2.0991, 0.0307, 4.3311], [0.9140, -2.7902, -6.4594], [-2.2749, -0.1039, -6.3676], [2.8508, 3.7721, -1.8624], [3.6020, 4.5051, -3.2838], [-2.7644, -1.6310, -0.0053], [3.2075, -0.9169, -1.7977], [-0.3084, -3.9708, -3.7071], [-4.3126, 2.5656, 0.0008], [1.4453, -3.8525, -3.4074], [0.6258, -2.6277, -4.4102], [4.5484, 1.3425, -3.3096], [0.2696, 1.7784, -2.8336], [-0.3726, 1.2453, -5.4594], [1.7260, 2.1873, -6.3496], [-2.3839, 3.5950, -5.1008], [1.3290, -0.5245, 2.9293], [2.9619, -2.1034, -3.1005], [-0.7191, -1.9140, -2.3836], [-3.5894, 1.5278, -4.3950], [-1.3473, -1.6028, -6.1455], [-0.8129, -1.1492, 3.9955], [-2.7858, 1.5587, 2.9300], [-4.0876, 2.8907, 1.7394], [-0.8250, 4.0895, 0.1704], [-3.1946, 3.8550, 0.5315]],
  "forces_ev_per_a": [[-0.392, -1.097, 1.374], [-0.606, 0.237, 0.590], [-0.278, -0.171, -0.312], [-0.646, -0.832, 1.637], [-0.237, -0.374, -2.018], [-0.390, 0.060, -0.073], [-0.591, 0.279, -0.141], [-0.465, 0.472, 0.302], [0.110, 0.456, 0.232], [-0.406, -0.111, -0.347], [0.620, -0.616, -0.462], [-0.533, 0.310, 0.258], [-0.134, 0.115, 0.180], [0.221, -0.102, -0.088], [0.088, -0.313, 0.029], [0.386, 0.094, 0.305], [0.587, 0.005, 0.020], [-0.184, 0.313, 0.079], [-0.155, -0.278, -0.222], [0.708, 0.226, 0.136], [0.162, -0.062, 0.078], [0.098, 0.138, 0.000], [0.603, 0.113, -0.432], [-0.131, -0.153, -0.034], [-0.116, -0.121, -0.230], [-0.062, -0.028, -0.098], [-0.159, -0.564, -0.037], [-0.553, -0.034, -0.419], [-0.222, 0.040, 0.399], [-0.063, 0.017, -0.190], [0.368, -0.583, -1.268], [0.514, -1.012, -1.212], [0.233, -0.038, -0.099], [-0.454, 0.096, -0.246], [-0.020, 0.100, -0.005], [0.611, 0.181, 0.206], [0.415, 0.341, 0.057], [0.214, -0.202, 0.561], [0.042, 0.183, -0.014], [0.086, 0.190, 0.168], [-0.368, -0.326, -0.127], [0.265, 0.177, -0.003], [-0.288, 0.015, 0.050], [0.268, 0.016, 0.192], [0.115, -0.230, 0.441], [0.102, -0.142, 0.020], [-0.178, 0.328, 0.077], [-0.010, 0.089, 0.113], [0.225, -0.012, -0.276], [0.201, -0.053, -0.041], [-0.207, -0.047, 0.212], [-0.159, -0.245, 0.178], [0.092, -0.176, 0.214], [-0.084, 0.372, -0.002], [0.032, 0.237, 0.125], [0.001, -0.007, 0.661], [0.203, -0.045, -0.288], [-0.268, 0.257, -1.085], [-0.252, 0.080, 0.059], [0.106, -0.348, 0.071], [-0.094, -0.088, 0.151], [0.017, 0.199, -0.203], [-0.356, -0.005, -0.127], [0.102, 0.457, 0.083], [-0.123, -0.325, 0.287], [0.054, 0.233, 0.175], [-0.156, 0.050, -0.125], [-0.139, -0.225, 0.003], [-0.223, 0.070, -0.052], [0.089, -0.079, -0.180], [0.335, 3.151, 1.145], [-0.111, 0.063, -0.194], [0.282, 0.144, 0.136], [-0.100, 0.161, -0.257], [0.048, -0.224, -0.146], [0.079, 0.213, -0.163], [0.126, -0.107, 0.152], [0.031, 0.045, -0.078], [-0.181, -0.091, 0.067], [0.065, -0.235, 0.332], [-0.147, -0.125, -0.138], [0.137, -0.019, 0.009], [0.277, 0.118, 0.187], [-0.253, -0.006, -0.092], [-0.087, -0.166, 0.262], [-0.017, -0.013, -0.136], [0.603, -0.160, 0.083], [0.017, -0.277, -0.077], [-0.030, 0.211, 0.204], [-0.006, -0.078, 0.261], [0.100, -0.209, -0.203], [0.290, -0.072, 0.182], [0.337, -0.022, -0.073], [0.242, 0.245, 0.194], [-0.033, 0.313, 0.178], [-0.218, 0.043, -0.229], [0.014, -0.215, -0.248], [-0.046, 0.139, -0.264], [0.124, -0.044, -0.327], [-0.117, -0.285, -0.036]],
  "lowdin_spin": [3.05, 0.00, 0.00, 0.00, 0.00, -0.01, -0.01, 0.00, 0.00, 0.00, 0.00, 0.00, 0.00, 0.00, 0.00, 0.00, 0.00, 0.00, 0.00, 0.00, 0.00, 0.00, 0.00, 0.00, 0.00, 0.00, 0.00, 0.00, 0.00, 0.00, -0.02, 0.00, 0.00, 0.00, 0.00, 0.00, 0.00, 0.00, 0.00, 0.00, 0.00, 0.00, 0.00, 0.00, 0.00, 0.00, 0.00, 0.00, 0.00, 0.00, 0.00, 0.00, 0.00, 0.00, 0.00, 0.00, 0.00, 0.00, 0.00, 0.00, 0.00, 0.00, 0.00, 0.00, 0.00, 0.00, 0.00, 0.00, 0.00, 0.00, 0.00, 0.00, 0.00, 0.00, 0.00, 0.00, 0.00, 0.00, 0.00, 0.00, 0.00, 0.00, 0.00, 0.00, 0.00, 0.00, 0.00, 0.00, 0.00, 0.00, 0.00, 0.00, 0.00, 0.00, 0.00, 0.00, 0.00, 0.00, 0.00, 0.00],
  "relative_energy_kcal_mol": 0.0,
  "multiplicity": 4,
  "e_homo_ev": [-10.35, -10.39],
  "s2": 3.75,
  "charge": 1,
  "gap_ha": [0.3013, 0.3059]
}

=====

Number 1: E -18204.0087 eV. Number 2: E -26436.9631 eV. Number 3: E -25854.1850 eV. Number 4: E -78963.7338 eV.